Record 1
ORCA calculation (ωB97M-V/def2-TZVPD) on C11H14N4S4SbScTe as an isolated structure in a non-equilibrium geometry.

Properties
- frontier orbital gap (eV) = 7.42
- maximum force (hartree/bohr) = 0.0277
- LUMO (eV) = -0.1
- charge = 0

Geometry as XYZ:
```
36
C11H14N4S4SbScTe | OMol25 | ωB97M-V/def2-TZVPD
Te 6.1188 10.8511 5.9843
Sb 11.2987 7.8630 4.6953
Sc 8.6442 9.1887 4.7920
S 10.7117 9.5989 2.9364
S 8.7391 9.6771 2.3445
S 9.2174 6.7119 4.5756
S 10.3425 9.1924 6.5608
N 8.0667 15.9854 2.7112
N 9.3269 11.9646 4.9552
N 5.4112 6.0694 4.9774
N 6.3341 8.0435 4.7582
C 9.3060 14.0764 3.8729
C 6.2996 12.9852 5.7607
C 4.8607 10.9427 4.2329
C 6.0060 7.0912 5.5921
C 8.6173 15.0967 3.1946
C 5.9726 7.5611 3.4886
C 10.5470 14.4145 4.4366
C 8.7915 12.7825 4.0650
C 11.1796 13.4797 5.2481
C 5.4054 6.3399 3.6234
C 10.5141 12.2700 5.5238
H 10.9402 15.4077 4.2542
H 5.5046 11.1697 3.3786
H 6.0873 7.1186 6.6619
H 4.3756 9.9588 4.1095
H 4.9703 5.6917 2.8779
H 7.8783 12.4335 3.5692
H 12.1491 13.6911 5.6698
H 6.0563 8.1717 2.5975
H 10.8898 11.5317 6.2168
H 7.1543 13.3456 6.3571
H 6.4329 13.3465 4.7454
H 5.3904 13.4502 6.1692
H 5.0512 5.2101 5.3947
H 4.0735 11.7072 4.3418
```

=====

Record 2
ORCA calculation (ωB97M-V/def2-TZVPD) on a 2-piece molecular cluster, C11H14NO overall in a non-equilibrium geometry.

Properties
- frontier orbital gap (alpha / beta) (eV) = 7.94 / 7.94
- maximum force (hartree/bohr) = 0.0854
- LUMO (alpha / beta) (eV) = -4.0 / -4.0
- charge = +1
- energy above the lowest of the compared OMol25 structures with the same formula, charge and spin (eV) = 3.114

Geometry as XYZ:
```
27
C11H14NO | OMol25 | ωB97M-V/def2-TZVPD
O 1.7487 0.0704 1.3326
N -0.8932 -0.2936 1.3462
C 0.9602 0.5921 -0.9626
C 1.4215 -0.4467 -0.0504
C 0.3440 1.0876 -3.2069
C -0.0174 2.3649 -2.7619
C 0.8532 0.2190 -2.3159
C 0.4972 1.8071 -0.5063
C 0.1341 2.7849 -1.4376
C 0.1278 -3.4989 2.0615
C -0.2231 -2.5806 1.3656
C -0.4647 -1.4602 0.5633
C -2.0723 -0.5412 2.2105
H -0.9691 -1.7003 -0.2843
H 1.9641 -1.3651 -0.3153
H -0.0938 -0.0595 1.9156
H 1.4112 -0.6729 -2.6719
H -2.5958 0.5739 2.3131
H 0.6944 1.9819 0.5248
H 0.5359 -4.3992 2.4958
H -0.9834 0.5090 0.8072
H -0.4950 3.0782 -3.4265
H -0.2006 3.8136 -1.2524
H -1.6763 -1.0145 3.2273
H 0.0969 0.6482 -4.1420
H 2.6795 -0.2128 1.4803
H -2.7841 -1.2852 1.6899
```

=====

Record 3
ORCA calculation (ωB97M-V/def2-TZVPD) on an isolated molecule of C11H14NO2P in a non-equilibrium geometry.

Properties
- frontier orbital gap (alpha / beta) (eV) = 6.98 / 7.38
- maximum force (hartree/bohr) = 0.0778
- LUMO (alpha / beta) (eV) = -0.4 / -0.5
- charge = 0
- energy above the lowest of the compared OMol25 structures with the same formula, charge and spin (eV) = 0.689

Geometry as XYZ:
```
29
C11H14NO2P | OMol25 | ωB97M-V/def2-TZVPD
P -0.3930 3.7382 0.0068
O -0.6395 -1.1324 -1.5876
O -1.7172 0.0300 0.0065
N -0.2278 2.0855 -0.1108
C 2.2502 -1.2731 1.3585
C -1.6315 -2.0763 1.0505
C -2.4981 -1.1555 0.2253
C -0.7895 -0.1212 -0.9482
C 1.3816 1.2156 -1.1551
C 2.1290 0.4011 -0.2803
C -0.1334 1.1717 -1.1971
C 1.5503 -0.3459 0.7194
C 4.2612 -0.7529 0.0382
C 3.5544 -1.5470 0.9865
C 3.5751 0.2575 -0.5122
H -1.5756 3.8209 -0.6236
H 4.0934 -2.3775 1.3522
H -0.7213 3.4704 1.4002
H 1.8078 1.8657 -1.9144
H -1.9588 -3.0658 0.9871
H -2.7368 -1.6258 -0.8193
H -3.4546 -0.7614 0.7574
H 0.4328 -0.2481 0.8350
H 1.8649 -1.7686 2.1858
H 5.2133 -1.1767 -0.2162
H -0.2918 1.3952 -2.3188
H -0.5351 -2.0168 0.5847
H -1.7121 -1.6690 2.0065
H 3.9264 0.7265 -1.4165
```

=====

Record 4
ORCA calculation (ωB97M-V/def2-TZVPD) on C11H14NPtS2Se2 as an isolated structure.

Properties
- frontier orbital gap (eV) = 8.03
- maximum force (hartree/bohr) = 0.0016
- LUMO (eV) = -3.2
- charge = +1
- energy above the lowest of the compared OMol25 structures with the same formula, charge and spin (eV) = 0.000

Geometry as XYZ:
```
31
C11H14NPtS2Se2 | OMol25 | ωB97M-V/def2-TZVPD
Pt -1.0416 -0.3622 -0.0157
Se -1.0433 -1.6249 2.0616
Se -1.3179 -2.3853 -1.2469
S -0.9430 1.1295 -1.8360
S -0.5646 3.9020 -0.3716
N -0.8475 1.5729 0.6548
C -0.7260 2.4127 1.7528
C 0.8538 -1.7401 2.4665
C 0.1933 -2.4395 -2.4624
C -0.7838 2.2081 -0.4925
C -0.4091 4.7521 2.3191
C -0.4415 4.3957 3.6541
C -0.6212 3.0641 4.0381
C -0.6619 -3.6925 0.0570
C -0.5536 3.7466 1.3713
C -1.3148 -3.4458 1.3972
C -0.7667 2.0631 3.0972
H -0.6536 2.8142 5.0897
H 0.9915 -2.4572 3.2718
H -0.9210 -4.6805 -0.3224
H -0.9256 -4.1231 2.1567
H 0.2178 -3.4277 -2.9145
H 1.1119 -2.2215 -1.9268
H -2.3964 -3.5733 1.3534
H 0.4224 -3.6050 0.1020
H -0.9281 1.0363 3.3993
H 1.1582 -0.7491 2.7951
H 1.4208 -2.0200 1.5842
H -0.2780 5.7834 2.0213
H -0.3327 5.1595 4.4113
H 0.0155 -1.6861 -3.2253
```

=====

Record 5
ORCA calculation (ωB97M-V/def2-TZVPD) on C11H15AgN3S as an isolated structure.

Properties
- frontier orbital gap (eV) = 7.87
- maximum force (hartree/bohr) = 0.0090
- LUMO (eV) = -3.1
- charge = +1
- energy above the lowest of the compared OMol25 structures with the same formula, charge and spin (eV) = 0.218

Geometry as XYZ:
```
31
C11H15AgN3S | OMol25 | ωB97M-V/def2-TZVPD
Ag 1.9676 1.8954 0.7277
S 0.2745 -0.7714 -2.6100
N 1.5531 -0.0850 2.6255
N -0.6016 1.9505 0.1746
N -0.2939 -2.4812 0.3744
C 0.7544 -0.7349 1.6135
C -2.9895 1.9754 -1.2318
C 0.4627 0.4811 -1.4141
C -0.7176 1.2450 -0.9609
C -1.9145 1.2332 -1.6831
C 1.9527 -1.0983 -2.5809
C -2.8574 2.7165 -0.0670
C 2.6067 -0.2827 -1.7034
C 1.7621 0.6294 -0.9931
C -1.6440 2.6671 0.5943
C 0.3875 -2.2082 1.7091
H -1.4949 3.2265 1.5105
H 1.2521 -2.8693 1.7454
H 1.3018 -0.6224 0.6805
H -0.3133 -2.4774 2.4974
H 3.6760 -0.3446 -1.5549
H 0.3326 -2.2316 -0.4061
H 2.4740 -0.4907 2.7278
H 1.1296 0.0370 3.5343
H -0.5824 -3.4531 0.2642
H -1.9874 0.6774 -2.6084
H 2.3680 -1.8551 -3.2281
H -3.6659 3.3218 0.3164
H -3.9144 1.9862 -1.7932
H -0.1601 -0.1502 1.4757
H -1.1186 -1.8864 0.2640
```

=====

Record 6
ORCA calculation (ωB97M-V/def2-TZVPD) on a 2-piece molecular cluster, C11H15B overall in a non-equilibrium geometry.

Properties
- frontier orbital gap (alpha / beta) (eV) = 8.26 / 6.40
- maximum force (hartree/bohr) = 0.0875
- LUMO (alpha / beta) (eV) = 0.0 / -0.2
- charge = 0
- energy above the lowest of the compared OMol25 structures with the same formula, charge and spin (eV) = 5.497

Geometry as XYZ:
```
27
C11H15B | OMol25 | ωB97M-V/def2-TZVPD
C 3.6800 0.7987 -0.4616
C -3.1938 0.4497 -1.0061
C 1.8170 -0.9360 0.6697
C 2.4040 1.2690 -0.1444
C -1.2800 0.4719 0.3188
C 4.1058 -0.3677 0.0650
C 1.4766 0.4059 0.4510
C -3.1986 -0.9128 -0.1131
C 3.1272 -1.2644 0.5736
C -1.7729 0.8244 -1.1372
C -1.6517 -0.9735 0.2828
B 0.1543 0.8437 0.6478
H 5.1890 -0.7492 -0.0027
H -3.4983 -1.7762 -0.6240
H 0.2885 1.3302 3.1029
H -1.4315 -1.6300 1.2390
H -3.7137 -0.7958 0.7589
H 2.0150 2.2825 -0.2512
H 1.0810 -1.5320 1.0848
H -3.7022 0.2859 -1.8908
H -2.0450 0.8414 0.8945
H -3.7085 1.2885 -0.5713
H -1.7069 1.8326 -1.4892
H 4.3510 1.4912 -1.0539
H 3.5539 -2.2372 0.9883
H -1.1751 0.2694 -1.8586
H -1.1654 -1.5101 -0.4730
```

=====

Record 7
ORCA calculation (ωB97M-V/def2-TZVPD) on a 2-piece molecular cluster, C11H15BCl2N4O8 overall in a non-equilibrium geometry.

Properties
- frontier orbital gap (eV) = 8.43
- maximum force (hartree/bohr) = 0.0248
- LUMO (eV) = -0.7
- charge = 0

Geometry as XYZ:
```
41
C11H15BCl2N4O8 | OMol25 | ωB97M-V/def2-TZVPD
Cl -0.7457 -1.4745 2.6794
Cl -2.2816 -0.4219 -3.3486
O -1.0684 0.2350 -2.8933
O -1.8903 2.8345 2.7249
O -0.6249 4.7662 2.1312
O -2.0778 -1.0323 -4.6245
O -1.1452 3.1803 0.4433
O 1.1353 1.1853 -0.5153
O -2.5911 -1.4501 -2.3542
O -3.3602 0.5228 -3.3885
N -2.9428 1.7351 -0.0737
N -1.8764 -0.0928 0.0637
N -3.0236 0.4187 -0.1783
N -0.9803 0.8773 0.3047
C 0.4181 0.6748 0.5665
C -1.8847 -2.1526 1.4375
C 2.3967 0.6353 -0.6612
C -1.6938 -1.5402 0.0653
C 3.2639 0.5034 0.4153
C 4.9123 -0.5010 -1.0225
C 4.0365 -0.3730 -2.0957
C 2.7865 0.2072 -1.9184
C -1.6173 -3.6561 1.3305
C -1.6981 1.9965 0.2285
C 4.5244 -0.0640 0.2371
B -1.2114 3.6042 1.7848
H 0.7150 1.1228 1.5132
H -1.4972 -4.0421 2.3348
H 3.0037 0.8461 1.4064
H -0.6888 -3.7981 0.7875
H 5.8943 -0.9275 -1.1528
H -2.8818 -1.9558 1.8089
H -1.3384 2.1700 3.1496
H -2.4923 -1.8949 -0.5974
H -2.4643 -4.1092 0.8265
H 0.6179 -0.3881 0.6565
H 2.1244 0.3230 -2.7635
H -0.7766 -1.8384 -0.4273
H -0.5099 4.7585 3.0859
H 4.3567 -0.7382 -3.0581
H 5.1773 -0.1464 1.0911
```

=====

Record 8
ORCA calculation (ωB97M-V/def2-TZVPD) on an isolated molecule of C11H15BrFO3PS in a non-equilibrium geometry.

Properties
- frontier orbital gap (eV) = 8.06
- maximum force (hartree/bohr) = 0.1904
- LUMO (eV) = -0.5
- charge = 0
- SMILES = C#CC[C@]1(Br)[C@H](F)OC(=O)[C@@]1(CCCCO)[PH2]=S

Geometry as XYZ:
```
33
C11H15BrFO3PS | OMol25 | ωB97M-V/def2-TZVPD
Br 1.2450 -3.2898 1.6849
S -0.4620 -2.3835 -3.0554
P -0.8143 -2.4708 -1.1314
F 1.6079 0.5628 2.7966
O 0.5708 0.7938 -3.2848
O 2.3903 -0.1244 0.4769
O 2.2963 -1.1379 -1.6927
C 1.6171 -0.8018 -0.5936
C -0.3461 2.4945 -1.6039
C 0.9266 2.0277 -2.5295
C -1.6786 1.1637 3.5900
C -0.8464 -1.5504 2.5133
C -1.0437 0.1825 -0.3706
C 1.6788 -0.4807 1.7492
C -1.4812 -0.1151 2.9865
C -0.4306 1.6862 -0.1491
C 0.3936 -1.4507 1.4483
C 0.0559 -1.0389 -0.1373
H 1.2443 2.8306 -3.3512
H -0.5991 -3.7718 -0.5522
H 2.4731 -1.2357 2.2222
H -0.1930 3.6554 -1.3857
H 1.4263 0.3826 -3.6500
H -1.8910 2.2819 3.9500
H -1.3753 0.1147 -1.5140
H -1.3723 2.4012 -2.2064
H -0.5236 -2.2553 3.4036
H -2.2515 -2.2017 -0.9842
H -2.0463 -0.0201 0.2450
H 0.5611 1.7369 0.4696
H -1.2437 2.2901 0.4823
H -1.7237 -2.1306 1.9496
H 1.8352 1.8546 -1.7762
```